{"formula": "C6H15N", "method": "wB97M-V/def2-TZVPD", "spin_multiplicity": 1, "energy_ev": -7951.8437, "relative_energy_kcal_mol": 90.5, "fmax_ev_per_a": 1.655, "e_lumo_ha": 0.032, "e_homo_ev": -7.9, "species": ["C", "N", "C", "C", "C", "C", "C", "H", "H", "H", "H", "H", "H", "H", "H", "H", "H", "H", "H", "H", "H", "H"], "coordinates": [[2.885, -1.530, -1.117], [1.106, 0.607, 1.590], [0.101, 0.216, 0.871], [-0.904, 1.260, 0.317], [-1.086, 1.162, -1.191], [-2.210, 1.059, 1.068], [-0.217, -1.275, 0.691], [2.199, -0.802, -0.689], [2.979, -1.452, -2.192], [3.840, -1.307, -0.647], [2.445, -2.479, -0.824], [1.230, 0.681, 0.434], [-0.467, 2.212, 0.605], [-0.507, 1.891, -1.761], [-0.807, 0.205, -1.641], [-2.108, 1.349, -1.539], [-2.647, 0.097, 0.893], [-2.951, 1.818, 0.901], [-2.069, 1.041, 2.150], [0.714, -1.772, 0.933], [-0.949, -1.510, 1.456], [-0.579, -1.472, -0.309]], "forces_ev_per_a": [[-0.307, 0.345, 0.558], [0.500, -0.189, -0.703], [-1.513, -0.432, 0.513], [0.004, -0.560, -0.122], [-0.170, 0.209, -1.203], [0.201, -0.220, 1.078], [0.300, 1.126, 0.328], [-0.039, 0.275, -0.459], [-0.159, 0.081, -0.152], [0.110, -0.453, 0.029], [0.484, -0.295, -0.067], [1.282, 0.950, 0.416], [-0.050, 0.131, -0.079], [0.268, 0.106, 0.316], [-0.040, -0.108, 0.349], [-0.078, -0.067, 0.382], [-0.363, -0.574, -0.619], [-0.249, 0.438, -0.472], [0.350, 0.250, 0.120], [-0.066, -0.378, -0.150], [-0.293, -0.279, -0.027], [-0.172, -0.357, -0.035]]}